{
  "formula": "C35H57N2O6",
  "method": "ωB97M-V/def2-TZVPD",
  "total_charge": 1,
  "e_tot_ev": -52476.8424,
  "homo_lumo_gap_ev": 7.6,
  "spin_multiplicity": 1,
  "species": ["N", "C", "C", "C", "C", "C", "C", "C", "C", "C", "O", "C", "C", "C", "C", "C", "C", "N", "H", "H", "H", "H", "H", "H", "H", "H", "H", "H", "H", "H", "H", "H", "H", "H", "H", "C", "C", "C", "O", "C", "H", "H", "H", "H", "H", "H", "H", "H", "C", "C", "C", "O", "C", "H", "H", "H", "H", "H", "H", "H", "H", "C", "C", "C", "O", "C", "H", "H", "H", "H", "H", "H", "H", "H", "C", "C", "C", "O", "C", "H", "H", "H", "H", "H", "H", "H", "H", "C", "C", "C", "O", "C", "H", "H", "H", "H", "H", "H", "H", "H"],
  "positions_angstrom": [[2.967331, -2.661839, 0.232004], [1.971772, -2.018186, -0.631230], [1.787184, -0.562676, -0.103680], [0.375100, -0.017019, -0.355963], [0.113989, 0.773764, -1.502529], [-1.171128, 1.240338, -1.720095], [-2.197078, 0.915438, -0.804988], [-1.889855, 0.178410, 0.287105], [-2.909756, -0.215286, 1.344430], [-4.302213, 0.435837, 1.078855], [-4.521860, 1.591516, 1.356827], [-5.329921, -0.501329, 0.440122], [-5.472215, -0.573068, -0.938389], [-6.390672, -1.469031, -1.462931], [-7.148247, -2.288199, -0.644170], [-7.001743, -2.180575, 0.727873], [-6.090081, -1.293035, 1.284528], [-0.633354, -0.268953, 0.477621], [2.680089, -2.593038, 1.204932], [3.041102, -3.652659, 0.014459], [2.444413, -1.951637, -1.619476], [1.022574, -2.580237, -0.669949], [2.478586, 0.067249, -0.680450], [2.065024, -0.468335, 0.954796], [0.940198, 0.974058, -2.183569], [-1.451480, 1.854760, -2.576560], [-3.193142, 1.276600, -1.032369], [-3.016127, -1.312072, 1.285216], [-2.570644, 0.015452, 2.365275], [-4.885294, 0.049090, -1.609015], [-6.472893, -1.534984, -2.547400], [-7.844532, -3.006257, -1.072446], [-7.579318, -2.821724, 1.392019], [-6.021309, -1.265763, 2.371265], [-0.413267, -0.849871, 1.282402], [5.642597, 2.711586, -3.255006], [5.565237, 3.200941, -1.821201], [4.087084, 3.050643, -1.515260], [3.602514, 1.933518, -2.301207], [4.623606, 1.589134, -3.259265], [6.636467, 2.381869, -3.553388], [5.327261, 3.505741, -3.936238], [6.150633, 2.544158, -1.172448], [5.922822, 4.220139, -1.685540], [3.528951, 3.934942, -1.815887], [3.896791, 2.863693, -0.456976], [5.076095, 0.643672, -2.942189], [4.165090, 1.445038, -4.238451], [-4.954183, 4.320495, -3.476503], [-4.536974, 5.138724, -2.261503], [-3.072222, 4.759727, -2.120530], [-2.588780, 4.472699, -3.436594], [-3.702160, 4.379233, -4.338450], [-5.837029, 4.705605, -3.983682], [-5.155651, 3.287331, -3.177703], [-4.627552, 6.204564, -2.481898], [-5.119855, 4.926270, -1.366301], [-2.952722, 3.852856, -1.512559], [-2.474440, 5.555140, -1.676737], [-3.698512, 5.269642, -4.973856], [-3.584805, 3.500355, -4.973604], [2.444397, -8.437088, 0.915769], [2.550352, -7.464894, 2.083900], [3.087404, -6.218790, 1.401901], [2.584959, -6.232399, 0.058633], [2.014844, -7.518134, -0.218294], [1.745818, -9.255014, 1.086062], [3.425659, -8.865770, 0.699405], [1.556066, -7.268207, 2.495494], [3.189787, -7.815826, 2.893022], [4.181989, -6.232979, 1.352811], [2.772958, -5.299117, 1.897823], [0.925438, -7.406971, -0.247714], [2.354317, -7.865200, -1.194590], [1.506042, -3.809656, 5.834489], [0.105428, -3.753876, 5.242386], [0.394374, -3.405009, 3.791186], [1.667470, -3.973280, 3.473442], [2.305452, -4.405034, 4.687535], [1.573716, -4.397126, 6.748246], [1.858584, -2.798406, 6.052108], [-0.363469, -4.738551, 5.303651], [-0.550628, -3.034159, 5.730428], [0.463680, -2.316647, 3.650298], [-0.360359, -3.798038, 3.106065], [2.280398, -5.499125, 4.711468], [3.346476, -4.081878, 4.686684], [0.422333, 5.710213, -0.440893], [0.859534, 6.520548, 0.771236], [2.315975, 6.109627, 0.895419], [2.774932, 5.820932, -0.428389], [1.661536, 5.754899, -1.317463], [-0.458750, 6.108191, -0.941133], [0.211265, 4.677967, -0.143809], [0.781215, 7.588542, 0.555685], [0.282886, 6.314275, 1.672095], [2.415385, 5.198288, 1.496651], [2.943404, 6.884873, 1.335667], [1.673492, 6.645124, -1.954600], [1.754147, 4.873243, -1.954220]],
  "forces_ev_per_angstrom": [[-0.230, 0.036, 0.078], [0.647, -0.003, 0.657], [-0.756, 0.231, -0.607], [1.423, 0.664, -1.440], [0.037, -0.454, 0.547], [-0.310, -0.237, 0.277], [0.703, 0.680, -1.339], [-1.371, -0.323, 1.457], [-0.169, -0.358, -0.224], [-0.180, -0.003, -0.141], [0.319, -0.862, -0.198], [0.783, 0.925, 0.668], [-0.114, -0.102, 0.127], [0.171, -0.013, -0.769], [-0.094, -0.024, -0.055], [-0.139, -0.362, 0.383], [-0.416, -0.451, -0.014], [0.578, -0.170, -0.026], [0.031, -0.218, -0.057], [0.028, 0.085, -0.027], [-0.606, -0.136, 0.014], [0.095, 0.283, -0.183], [-0.196, 0.047, 0.349], [-0.215, -0.187, -0.153], [-0.172, 0.082, 0.209], [0.360, -0.104, 0.093], [0.103, -0.072, 0.447], [-0.060, 0.293, 0.072], [-0.007, 0.233, -0.340], [-0.113, -0.081, 0.141], [-0.128, -0.036, 0.248], [0.135, 0.187, 0.093], [0.044, 0.165, -0.174], [0.223, 0.238, -0.247], [-0.244, 0.114, 0.043], [-0.080, 0.202, -0.217], [0.146, -0.158, 0.252], [-0.292, 0.015, -0.079], [0.387, 0.182, 0.067], [-0.122, -0.401, 0.008], [-0.027, -0.033, 0.005], [0.027, -0.025, -0.013], [0.005, 0.038, 0.005], [-0.066, 0.004, 0.011], [0.095, 0.048, 0.080], [-0.096, -0.061, -0.035], [0.039, -0.001, -0.071], [-0.085, -0.026, 0.054], [0.003, -0.181, 0.054], [-0.054, 0.155, -0.040], [0.048, -0.145, 0.008], [-0.122, -0.142, 0.097], [0.018, 0.195, -0.120], [0.023, -0.001, -0.005], [-0.037, 0.013, -0.025], [0.010, -0.013, 0.027], [0.028, -0.016, -0.005], [-0.040, 0.074, 0.145], [0.058, -0.040, -0.047], [-0.053, -0.037, -0.040], [0.100, 0.012, 0.020], [0.170, -0.073, -0.042], [-0.214, 0.028, 0.061], [0.310, 0.155, -0.004], [-0.051, -0.044, 0.103], [-0.172, 0.059, -0.032], [-0.010, 0.026, -0.015], [-0.030, -0.013, -0.009], [0.024, 0.017, 0.016], [0.021, 0.005, -0.035], [0.004, -0.038, 0.071], [-0.028, -0.047, -0.097], [-0.008, -0.086, -0.022], [0.025, 0.090, -0.010], [0.084, 0.225, 0.012], [-0.133, -0.148, 0.039], [0.088, 0.076, -0.143], [-0.178, 0.199, 0.159], [0.088, -0.248, 0.003], [-0.004, -0.017, -0.033], [0.017, -0.032, 0.024], [-0.024, 0.031, -0.026], [0.020, 0.005, -0.014], [-0.074, 0.045, 0.062], [0.067, -0.041, -0.052], [0.035, 0.006, 0.041], [-0.020, 0.015, -0.113], [-0.191, -0.132, 0.001], [-0.047, 0.170, -0.038], [0.134, -0.164, 0.116], [-0.011, 0.026, 0.055], [0.005, 0.183, -0.075], [0.027, 0.012, 0.001], [-0.023, 0.010, -0.017], [0.015, -0.019, 0.011], [0.018, -0.018, -0.010], [0.000, 0.044, 0.075], [0.047, -0.025, -0.062], [-0.080, -0.034, -0.035], [0.026, 0.028, -0.016]],
  "mulliken_charge": [-0.66, -0.42, -0.65, 0.42, -0.72, -0.70, -0.14, 0.47, -0.68, -0.13, -0.52, 0.65, -0.20, -0.53, -0.57, -0.46, -0.40, 0.28, 0.26, 0.31, 0.38, 0.34, -0.29, 0.57, 0.57, 0.58, 0.33, 0.50, 0.54, 0.33, 0.39, 0.40, 0.38, 0.41, -0.05, -0.64, -0.71, 0.33, -0.27, -0.52, 0.37, 0.25, 0.30, 0.37, -0.33, 0.26, 0.33, 0.28, -0.44, -0.68, 0.50, -0.43, -0.40, 0.36, 0.12, 0.28, 0.39, -0.20, -0.02, 0.29, 0.27, -0.67, -0.52, 0.50, -0.40, -0.46, 0.36, 0.28, 0.21, 0.41, 0.26, -0.47, 0.28, 0.27, -0.62, -0.58, -0.25, -0.35, -0.50, 0.35, 0.26, 0.28, 0.34, 0.09, 0.28, 0.29, 0.32, -0.02, -0.69, -0.45, -0.38, -0.32, 0.03, 0.14, 0.30, 0.34, 0.24, 0.31, 0.22, 0.29]
}